This record from OMol25 describes a molecular structure, C30H39I2IrN8O2S2. The level of theory is ωB97M-V/def2-TZVPD.

## Properties
Total energy in eV: -88445.8111
Highest occupied orbital energy (alpha / beta) in eV: -15.1 / -15.1
Charge: +3
Spin multiplicity: 2
Kohn-Sham gap (alpha / beta) in eV: 5.70 / 4.34
Energy relative to the best compared isomer or geometry (same formula, charge and spin) in kJ/mol: 0.00
LUMO level (alpha / beta) in Ha: -0.347 / -0.397

Atoms and positions in Å:
Ir1 -0.649 -0.211 -0.294
O1 3.416 0.809 -1.833
C1 3.869 -0.474 -1.882
C2 5.147 -0.660 -2.401
C3 5.674 -1.930 -2.501
C4 4.938 -3.045 -2.092
C5 3.676 -2.866 -1.583
C6 3.114 -1.579 -1.462
C7 1.760 -1.469 -0.932
O2 1.272 -0.225 -0.779
N1 1.052 -2.512 -0.622
N2 -0.250 -2.210 -0.152
C8 -0.950 -3.315 -0.032
S1 -0.380 -4.817 -0.629
C9 -1.790 -5.786 -0.005
C10 -3.018 -4.897 0.044
S2 -2.469 -3.334 0.798
H1 2.547 0.786 -1.407
H2 5.708 0.210 -2.714
H3 6.671 -2.058 -2.901
H4 5.358 -4.037 -2.175
H5 3.093 -3.718 -1.261
H6 -1.533 -6.175 0.979
H7 -1.938 -6.622 -0.688
H8 -3.799 -5.308 0.682
H9 -3.421 -4.691 -0.945
C11 1.706 -1.224 2.217
N3 0.322 -1.241 2.700
C12 -0.070 -2.478 3.378
C13 -0.468 -0.178 2.619
N4 -0.375 0.654 1.494
C14 -0.259 2.000 1.752
C15 0.283 2.385 3.006
C16 0.193 3.675 3.472
C17 -0.431 4.650 2.701
C18 -0.872 4.352 1.401
C19 -1.379 5.386 0.595
C20 -1.696 5.155 -0.736
C21 -1.484 3.908 -1.284
C22 -0.973 2.848 -0.514
N5 -0.626 1.656 -1.126
C23 0.081 1.727 -2.298
N6 0.924 2.733 -2.539
C24 1.192 3.233 -3.892
C25 1.652 3.452 -1.493
N7 -0.057 0.748 -3.205
C26 1.092 0.232 -3.969
C27 -1.176 -0.167 -3.124
C28 -0.726 3.031 0.869
N8 -1.344 0.114 3.577
C29 -1.133 -0.290 4.973
C30 -2.463 1.042 3.415
H10 2.375 -1.243 3.080
H11 1.898 -0.326 1.636
H12 1.892 -2.106 1.608
H13 0.156 -3.305 2.704
H14 -1.135 -2.469 3.595
H15 0.491 -2.625 4.301
H16 0.771 1.635 3.615
H17 0.609 3.931 4.437
H18 -0.525 5.662 3.073
H19 -1.505 6.373 1.021
H20 -2.092 5.955 -1.346
H21 -1.705 3.731 -2.329
H22 0.501 2.794 -4.605
H23 2.219 3.018 -4.188
H24 1.056 4.315 -3.878
H25 1.651 2.887 -0.564
H26 1.221 4.441 -1.326
H27 2.684 3.559 -1.820
H28 1.893 0.957 -4.014
H29 0.770 -0.004 -4.981
H30 1.471 -0.674 -3.490
H31 -2.114 0.352 -2.940
H32 -1.044 -0.965 -2.357
H33 -1.243 -0.711 -4.065
H34 -0.161 -0.755 5.097
H35 -1.915 -0.972 5.305
H36 -1.173 0.613 5.584
H37 -2.637 1.266 2.371
H38 -2.256 1.967 3.956
H39 -3.357 0.584 3.839
I1 -3.308 -0.400 -0.013
I2 -4.451 2.003 -0.284

Cartesian forces (eV/Å) of the 3 atoms listed first:
Ir -0.55 0.53 -0.53
O 0.00 -0.01 0.03
C 0.10 0.15 -0.07

Formally, the Mulliken partial charges of the atoms, in units of the elementary charge, are as follows:
1 Ir 1.01
2 O -0.64
3 C 0.56
4 C -0.75
5 C -0.41
6 C -0.91
7 C -0.94
8 C 0.30
9 C 0.10
10 O -0.34
11 N -0.36
12 N 1.03
13 C -0.37
14 S 0.10
15 C -0.69
16 C -0.64
17 S -0.09
18 H 0.06
19 H 0.51
20 H 0.44
21 H 0.46
22 H 0.47
23 H 0.33
24 H 0.46
25 H 0.45
26 H 0.33
27 C -1.35
28 N 0.58
29 C -1.28
30 C -0.93
31 N 1.05
32 C 0.81
33 C -0.16
34 C -1.10
35 C -0.91
36 C 0.69
37 C -0.82
38 C -1.21
39 C -0.41
40 C -0.88
41 N 0.79
42 C 0.08
43 N 0.78
44 C -1.39
45 C -1.12
46 N 0.14
47 C -0.98
48 C -0.96
49 C 0.12
50 N 0.49
51 C -1.18
52 C -0.72
53 H 0.53
54 H 0.27
55 H 0.47
56 H 0.41
57 H 0.40
58 H 0.39
59 H 0.57
60 H 0.49
61 H 0.51
62 H 0.51
63 H 0.52
64 H 0.64
65 H 0.41
66 H 0.46
67 H 0.39
68 H 0.23
69 H 0.32
70 H 0.52
71 H 0.33
72 H 0.47
73 H 0.28
74 H 0.31
75 H 0.28
76 H 0.38
77 H 0.38
78 H 0.40
79 H 0.40
80 H -0.02
81 H 0.32
82 H 0.45
83 I 0.49
84 I -0.09

This record from OMol25 describes 2 unconnected molecules or ions with the total composition C3H10NOS in a non-equilibrium geometry. The level of theory is ωB97M-V/def2-TZVPD.

## Properties
Total energy in eV: -17642.9855
Highest occupied orbital energy (alpha / beta) in eV: -8.3 / -8.3
Spin multiplicity: 2
Kohn-Sham gap (alpha / beta) in eV: 9.22 / 6.68
Energy relative to the best compared isomer or geometry (same formula, charge and spin) in kJ/mol: 174.92
LUMO level (alpha / beta) in Ha: 0.033 / -0.060

Atoms and positions in Å:
C1 1.159 -1.299 -0.748
S1 1.032 -1.801 1.015
C2 1.224 -0.196 1.831
H1 0.101 -1.293 -0.962
H2 1.692 -2.104 -1.248
H3 1.715 -0.380 -0.884
H4 2.113 0.290 1.422
H5 0.242 0.258 1.743
H6 1.466 -0.238 2.896
N1 -2.238 0.503 -0.363
C3 -1.223 1.357 -0.957
O1 -0.268 0.893 -1.753
H7 -2.445 -0.223 -1.043
H8 -2.155 0.144 0.576
H9 -1.702 2.237 -1.433
H10 -0.714 1.852 -0.091

Cartesian forces (eV/Å) of the 3 atoms listed first:
C -0.24 -1.05 1.25
S 0.94 -0.36 0.53
C 0.14 -0.31 0.21

Formally, the natural (NBO) partial charges of the atoms, in units of the elementary charge, are as follows:
1 C -0.72
2 S 0.13
3 C -0.75
4 H 0.23
5 H 0.22
6 H 0.23
7 H 0.22
8 H 0.20
9 H 0.23
10 N -0.88
11 C 0.01
12 O -0.31
13 H 0.37
14 H 0.38
15 H 0.22
16 H 0.21

This record from OMol25 describes a molecular structure, C11H14BN7PdS in a non-equilibrium geometry. The level of theory is ωB97M-V/def2-TZVPD.

## Properties
Total energy in eV: -37001.3274
Highest occupied orbital energy (alpha / beta) in eV: -23.0 / -22.6
Charge: +4
Spin multiplicity: 5
Kohn-Sham gap (alpha / beta) in eV: 8.74 / 5.27
Energy relative to the best compared isomer or geometry (same formula, charge and spin) in kJ/mol: 149.81
LUMO level (alpha / beta) in Ha: -0.522 / -0.637

Atoms and positions in Å:
C1 -0.164 -0.257 3.146
N1 -0.131 -0.212 1.796
N2 0.717 -1.181 1.345
C2 1.220 -1.841 2.412
C3 0.689 -1.289 3.581
B1 1.097 -1.397 -0.164
N3 -0.201 -1.544 -0.995
N4 -1.236 -0.674 -0.867
C4 -2.203 -1.056 -1.728
C5 -1.775 -2.201 -2.434
C6 -0.501 -2.476 -1.932
Pd1 -1.046 0.896 0.577
N5 1.970 -0.243 -0.698
N6 1.555 1.057 -0.684
C7 2.593 1.779 -1.144
C8 3.700 0.941 -1.464
C9 3.248 -0.346 -1.161
H1 2.511 2.853 -1.234
H2 3.733 -1.312 -1.244
H3 4.664 1.225 -1.860
H4 1.725 -2.429 -0.217
H5 0.209 -3.260 -2.167
H6 1.923 -2.652 2.258
H7 -2.320 -2.754 -3.190
H8 0.887 -1.590 4.602
H9 -3.135 -0.511 -1.784
H10 -0.785 0.433 3.697
H11 -0.491 1.920 -0.866
C10 -1.598 2.169 -0.803
H12 -2.141 1.752 -1.574
H13 -2.393 1.703 0.284
H14 -1.749 3.160 -0.489
S1 -4.579 4.044 2.146
C11 -3.427 3.025 1.603
N7 -2.569 2.267 1.254

Cartesian forces (eV/Å) of the 3 atoms listed first:
C 0.13 -0.05 -1.20
N 0.84 -1.22 4.37
N 1.39 -1.60 0.96

Formally, the natural (NBO) partial charges of the atoms, in units of the elementary charge, are as follows:
1 C 0.00
2 N -0.21
3 N -0.32
4 C 0.23
5 C -0.01
6 B 0.50
7 N -0.30
8 N -0.25
9 C 0.02
10 C 0.05
11 C 0.18
12 Pd 0.89
13 N -0.32
14 N -0.24
15 C 0.01
16 C 0.05
17 C 0.16
18 H 0.29
19 H 0.29
20 H 0.31
21 H 0.04
22 H 0.30
23 H 0.30
24 H 0.32
25 H 0.32
26 H 0.28
27 H 0.29
28 H 0.24
29 C -0.63
30 H 0.24
31 H 0.34
32 H 0.27
33 S 0.73
34 C 0.23
35 N -0.58

This record from OMol25 describes a molecular structure, C11H23BiClNO6P2 in a non-equilibrium geometry. The level of theory is ωB97M-V/def2-TZVPD.

## Properties
Total energy in eV: -62468.9972
Highest occupied orbital energy (alpha / beta) in eV: -15.5 / -15.2
Charge: +2
Spin multiplicity: 1
Kohn-Sham gap (alpha / beta) in eV: 5.82 / 6.17
Energy relative to the best compared isomer or geometry (same formula, charge and spin) in kJ/mol: 317.17
LUMO level (alpha / beta) in Ha: -0.356 / -0.331

Atoms and positions in Å:
Bi1 0.304 0.806 0.383
P1 2.376 -0.741 0.426
C1 2.290 -0.978 -1.345
C2 1.049 -1.251 -2.043
N1 -0.105 -0.731 -1.470
C3 -1.307 -1.141 -1.879
C4 -1.455 -2.063 -2.907
C5 -0.336 -2.464 -3.644
C6 0.914 -2.027 -3.235
C7 -2.529 -0.599 -1.169
P2 -2.401 1.066 -0.390
H1 1.825 -2.195 -3.819
H2 -2.461 -2.401 -3.122
H3 -0.467 -3.094 -4.527
H4 -3.364 -0.555 -1.884
H5 -2.755 -1.313 -0.365
H6 3.713 2.860 -4.223
H7 3.227 -0.998 -1.946
H8 -0.204 3.251 -2.976
O1 3.712 3.047 -3.279
H9 4.262 2.355 -2.841
H10 0.538 1.859 -0.880
O2 -0.050 3.576 -2.065
H11 0.756 4.144 -2.058
C8 -2.804 2.178 -1.783
H12 -3.802 1.919 -2.172
H13 -2.794 3.217 -1.423
H14 -2.070 2.083 -2.602
C9 -3.798 1.050 0.742
H15 -3.795 1.979 1.317
H16 -4.742 0.987 0.192
H17 -3.720 0.218 1.448
C10 2.124 -2.308 1.337
H18 3.056 -2.893 1.337
H19 1.786 -2.099 2.360
H20 1.344 -2.884 0.823
C11 4.008 0.047 0.831
H21 3.960 0.385 1.889
H22 4.859 -0.657 0.696
H23 4.148 0.932 0.180
O3 -0.699 0.513 2.832
Cl1 -1.070 -0.921 2.738
O4 -0.190 -1.727 3.558
O5 -2.458 -1.108 3.065
O6 -0.877 -1.323 1.290

Cartesian forces (eV/Å) of the 3 atoms listed first:
Bi -2.50 -0.67 1.13
P 1.93 -1.19 -0.94
C 0.35 -0.34 -0.69

Formally, the natural (NBO) partial charges of the atoms, in units of the elementary charge, are as follows:
1 Bi 1.27
2 P 1.05
3 C -0.47
4 C 0.14
5 N -0.52
6 C 0.27
7 C -0.19
8 C -0.12
9 C -0.17
10 C -0.78
11 P 1.06
12 H 0.26
13 H 0.26
14 H 0.27
15 H 0.27
16 H 0.31
17 H 0.48
18 H 0.27
19 H 0.49
20 O -0.95
21 H 0.47
22 H -0.07
23 O -0.97
24 H 0.51
25 C -0.94
26 H 0.27
27 H 0.29
28 H 0.25
29 C -0.97
30 H 0.28
31 H 0.27
32 H 0.30
33 C -0.93
34 H 0.29
35 H 0.31
36 H 0.29
37 C -0.93
38 H 0.29
39 H 0.30
40 H 0.27
41 O -0.83
42 Cl 2.48
43 O -0.76
44 O -0.75
45 O -0.92

- What is the total energy in the fourth record?
  -62468.9972 eV